Below is a cluster of 16 separate species, C64H176N16O16 in total, with properties calculated with the ωB97M-V functional and the def2-TZVPD basis.

## Properties
ΔE to the lowest compared entry with this formula, charge and spin = 234.1 kcal/mol
LUMO = 0.47 eV
Maximum force = 3.61 eV/A

Geometry as XYZ:
```
272
Properties=species:S:1:pos:R:3:forces:R:3
C 4.32833 -11.75308 26.11317 -0.35 -0.11 -1.64
C 3.34321 -10.73934 25.27014 -0.35 -2.53 1.26
C 2.52689 -11.55133 24.17937 -0.36 -0.47 0.78
O 1.83292 -10.76235 23.21577 0.82 1.28 0.39
C 1.23803 -11.49116 22.17249 0.14 -1.04 0.33
N 2.48205 -10.23220 26.35734 -0.05 1.43 -0.32
H 5.15494 -12.25542 25.61072 -0.25 0.45 -0.85
H 3.70862 -12.61755 26.35142 -0.24 0.18 0.64
H 4.89252 -11.37512 26.96578 -0.97 0.66 0.28
H 3.87903 -9.98232 24.69751 0.10 0.44 0.55
H 1.74353 -12.12719 24.67217 -0.03 -0.18 0.57
H 3.16540 -12.32169 23.74702 0.35 0.21 -0.62
H 0.58036 -12.26531 22.56780 -0.20 -0.16 0.13
H 2.01740 -12.00645 21.61109 0.09 -0.03 -0.39
H 0.61807 -10.89071 21.50675 0.34 0.43 0.22
H 2.22377 -10.79500 27.15525 0.68 -0.67 -0.42
H 1.63729 -9.73746 26.10894 0.13 0.05 -0.61
C -2.48919 -5.39798 20.55559 0.38 0.66 0.37
C -2.57604 -4.71514 19.20201 -0.22 -0.85 -0.09
C -1.20412 -4.27562 18.74259 1.18 0.41 -1.54
O -1.23105 -3.83796 17.36204 -0.58 0.63 -0.58
C -0.02224 -3.46849 16.65134 -0.53 -0.75 1.04
N -3.19453 -5.68706 18.27352 0.07 1.00 -0.01
H -3.48219 -5.72208 20.86706 0.18 -0.25 -0.04
H -2.08727 -4.74302 21.32861 -0.17 0.31 0.03
H -1.74871 -6.19730 20.52597 -0.30 -0.41 -0.19
H -3.23695 -3.84971 19.25032 -0.07 0.05 -0.01
H -0.52427 -5.12756 18.75290 0.24 -0.21 0.52
H -0.81110 -3.45242 19.33924 0.10 -0.03 0.36
H -0.25008 -2.97475 15.70667 -0.58 -0.04 0.21
H 0.52878 -4.37455 16.39934 0.30 -0.06 0.14
H 0.60413 -2.78587 17.22563 0.07 -0.04 0.22
H -2.63013 -6.52326 18.22523 0.24 -0.22 0.15
H -3.06394 -5.23351 17.38058 -0.28 -0.22 -0.59
C 5.24917 -10.96017 13.17283 0.15 1.23 -0.20
C 4.79709 -9.96110 14.27555 -0.57 -0.96 -0.05
C 3.35781 -10.28385 14.63961 -0.01 0.99 -0.48
O 2.50064 -9.96691 13.55418 -1.35 -2.58 0.22
C 2.55966 -8.75077 12.89714 0.80 0.28 0.95
N 5.63343 -10.03866 15.44407 0.89 -1.08 0.12
H 4.41682 -11.11042 12.48528 0.04 -0.03 -0.03
H 5.61584 -11.93906 13.48171 -0.21 0.08 0.61
H 6.04651 -10.48809 12.59882 0.10 -0.08 -0.18
H 4.76855 -8.94110 13.89230 0.22 0.04 -0.43
H 3.09040 -9.74331 15.54758 -0.23 0.49 0.20
H 3.20169 -11.33306 14.89036 -0.10 0.10 -0.58
H 2.68936 -8.04529 13.71785 0.04 1.07 -0.50
H 1.63934 -8.56471 12.34351 -0.01 -0.17 0.16
H 3.41438 -8.76828 12.22094 0.05 0.53 -0.24
H 5.69146 -9.24964 16.07190 -0.12 0.34 -0.21
H 6.56083 -10.24785 15.10307 0.33 0.12 0.43
C 6.00805 -12.70801 23.27529 -1.11 -1.38 0.43
C 7.38615 -12.29912 23.01142 0.93 -1.55 -0.27
C 8.13675 -13.42680 22.25770 -1.18 0.09 0.09
O 9.42942 -12.95611 22.02816 0.51 -0.35 -0.70
C 10.28731 -13.90645 21.41163 0.55 0.71 0.35
N 7.39578 -11.05571 22.32989 1.25 0.92 -0.26
H 5.57704 -13.13975 22.37199 -0.40 0.42 -0.24
H 5.40829 -11.90659 23.70670 0.04 -0.10 -0.32
H 6.03204 -13.54783 23.96971 -0.26 -0.01 0.32
H 7.94569 -12.31769 23.94665 0.09 0.95 0.35
H 7.57943 -13.73348 21.37258 0.14 0.53 -0.76
H 8.10606 -14.36624 22.80960 0.43 -0.08 0.79
H 10.40631 -14.76970 22.06639 -0.14 -0.31 -0.19
H 11.26563 -13.43617 21.31248 0.02 0.11 0.21
H 10.02512 -14.16982 20.38694 -0.59 -0.23 0.04
H 6.61880 -10.85730 21.71584 0.11 -0.45 0.06
H 8.23184 -11.07278 21.76348 0.20 0.66 -0.18
C 2.89374 -4.58063 20.61090 -0.85 -0.48 -1.09
C 1.83531 -4.23545 21.65791 0.26 -0.31 0.95
C 0.87826 -5.41750 22.12701 0.70 0.35 1.25
O 0.87996 -6.53096 21.29129 0.24 -0.67 -1.25
C 0.31872 -7.72770 21.80745 -0.42 0.43 0.27
N 2.44788 -3.63453 22.85065 -0.55 0.18 0.36
H 3.72223 -5.21433 20.92733 -0.17 -0.07 0.46
H 3.33012 -3.71046 20.12053 -0.02 0.37 0.43
H 2.40684 -5.09652 19.78332 0.03 -0.31 -0.12
H 1.21617 -3.40469 21.31939 -0.21 -0.30 -0.60
H -0.11722 -5.07121 22.40485 -0.52 0.46 -0.90
H 1.14795 -5.74199 23.13203 0.97 -0.05 0.19
H 0.46233 -8.58196 21.14585 0.43 0.37 -0.34
H -0.76238 -7.62260 21.89852 -0.24 0.08 0.24
H 0.72791 -8.00195 22.77980 0.17 0.12 0.17
H 2.79530 -2.71947 22.60150 0.11 0.06 0.11
H 3.20850 -4.16169 23.25519 0.15 -0.31 -0.09
C 10.19668 -9.89741 18.91128 0.41 0.95 -0.36
C 9.86405 -10.26778 17.44985 -1.15 -0.58 0.91
C 10.39743 -9.40937 16.32134 0.31 0.32 -0.75
O 9.53957 -8.33875 16.10044 -1.49 2.20 1.58
C 9.15857 -7.93989 14.80416 1.20 -2.01 -0.46
N 10.17663 -11.66298 17.25212 1.35 -0.91 0.05
H 9.98486 -10.73476 19.57617 -0.05 0.00 -0.02
H 9.63983 -9.02361 19.24967 -0.46 -0.19 -0.18
H 11.21824 -9.56004 19.08649 0.41 -0.50 -0.28
H 8.77406 -10.26373 17.44472 -0.32 1.02 -0.48
H 10.52296 -9.93856 15.37672 -0.25 -0.74 -0.07
H 11.40194 -9.02988 16.50858 0.27 0.06 0.44
H 8.71859 -8.83148 14.35742 -0.12 -0.08 -0.62
H 10.09477 -7.72639 14.28837 -0.12 0.40 -0.68
H 8.42340 -7.14830 14.65914 0.22 0.20 1.06
H 10.14368 -11.97200 16.29112 -0.26 0.05 0.02
H 9.56011 -12.21732 17.82894 0.10 -0.24 -0.18
C 3.07503 -6.98451 24.79403 -1.27 -0.23 -0.46
C 4.29190 -6.93462 25.63979 0.71 2.23 -0.23
C 4.86467 -5.47543 25.79855 -0.19 -0.76 0.49
O 5.12531 -4.88024 24.52805 -0.14 -0.48 -0.03
C 5.73849 -3.62142 24.59714 -0.21 1.27 0.70
N 3.98878 -7.45878 26.95219 1.30 -0.11 0.47
H 2.25981 -6.37817 25.18883 0.00 0.30 0.05
H 2.74463 -8.01499 24.92454 -0.29 -0.09 -0.59
H 3.20718 -6.75453 23.73679 0.12 -0.01 -0.05
H 5.03647 -7.43653 25.02191 0.51 -0.78 0.83
H 5.73805 -5.42544 26.44880 0.67 -0.58 -0.36
H 4.17775 -4.93936 26.45344 -0.81 0.66 -0.56
H 5.95114 -3.12920 23.64815 -0.21 -0.85 -0.50
H 6.67740 -3.57151 25.14855 0.16 -0.59 0.19
H 5.06929 -2.91777 25.09227 -0.22 0.13 0.30
H 3.64082 -8.40687 26.93955 -0.10 -0.20 -0.19
H 3.31800 -6.89018 27.44903 -0.06 0.18 -0.17
C 8.37922 -7.82273 21.44684 -0.51 -1.15 -2.13
C 7.05599 -6.97265 21.42726 1.99 -0.71 0.78
C 5.78336 -7.78921 21.63205 0.71 -0.85 -1.38
O 5.74206 -8.94429 20.68634 -1.64 0.67 2.27
C 4.61432 -9.81330 21.08058 0.76 0.61 0.07
N 7.19400 -6.05326 22.52023 -0.61 0.79 0.62
H 9.24784 -7.50453 20.87036 -0.30 1.12 -0.14
H 8.12357 -8.71700 20.87849 -0.03 -0.39 0.16
H 8.86492 -8.20419 22.34501 -0.97 0.44 0.72
H 6.93445 -6.32369 20.55997 0.34 -0.49 -0.56
H 4.95828 -7.09262 21.48330 -0.49 -0.15 -0.50
H 5.68889 -8.05111 22.68589 0.31 -0.81 0.05
H 4.01977 -9.37648 21.88295 -0.38 0.56 -0.42
H 4.94370 -10.72002 21.58797 0.26 -0.27 -0.54
H 4.02560 -10.05854 20.19662 -0.02 0.07 0.13
H 7.33614 -6.61395 23.34820 0.22 0.03 0.40
H 6.26925 -5.66955 22.65324 -0.19 0.68 0.44
C 8.33755 0.83184 13.96958 -0.27 1.89 0.14
C 9.10162 -0.19849 14.75850 1.22 0.16 0.44
C 9.33798 0.05204 16.28972 1.28 0.39 -2.19
O 8.12033 0.05841 16.97205 0.36 2.53 1.87
C 8.15152 1.25731 17.86467 -1.92 -1.21 -0.65
N 8.32706 -1.38437 14.70499 -1.26 -1.13 0.04
H 8.18297 0.56312 12.92460 -0.07 -0.48 0.22
H 8.79364 1.82026 13.91372 0.75 0.00 0.12
H 7.38687 1.12585 14.41441 -0.39 -0.67 0.08
H 10.05640 -0.32457 14.24800 0.32 -0.14 0.22
H 9.93223 0.96552 16.31227 -0.30 0.49 0.69
H 9.97044 -0.72611 16.71701 0.16 -0.32 -0.24
H 7.23324 1.23396 18.45145 -0.01 -0.38 0.12
H 8.00304 2.14316 17.24715 0.76 0.11 -0.05
H 8.98054 1.28212 18.57191 0.27 -0.07 -0.48
H 8.79367 -2.14773 15.17367 0.58 -0.41 -0.09
H 7.69098 -1.08553 15.43039 -1.49 -0.84 -0.17
C 7.18527 -4.71696 13.30139 -1.36 -0.94 -0.60
C 8.25726 -4.59208 12.23340 -1.36 1.24 1.07
C 7.63645 -3.91658 10.97821 0.54 -1.23 -1.46
O 6.59822 -4.74997 10.35383 0.68 1.18 1.07
C 5.72005 -4.00960 9.50685 0.07 -1.77 0.18
N 9.23781 -3.68920 12.80151 1.18 0.74 -1.37
H 7.45597 -5.14623 14.26604 0.57 -0.04 -0.28
H 6.38936 -5.32702 12.87423 -0.42 -0.21 0.27
H 6.74490 -3.74329 13.51619 0.12 0.18 -0.06
H 8.62624 -5.56009 11.89441 0.36 0.02 0.24
H 8.41521 -3.89760 10.21580 0.47 0.12 0.00
H 7.33342 -2.87063 11.02581 -0.42 -0.03 0.88
H 5.33124 -4.82490 8.89677 -0.40 0.32 -0.40
H 6.21868 -3.30311 8.84326 0.08 0.25 0.25
H 4.88392 -3.60879 10.07986 0.13 0.51 -0.04
H 9.70135 -3.92007 13.66864 -0.24 -0.74 -0.03
H 8.74213 -2.84683 13.05609 -0.08 0.36 -0.09
C 12.12192 -5.36279 16.48547 0.54 -1.69 2.06
C 10.79210 -4.74153 16.20124 -0.79 2.12 0.21
C 9.89540 -4.14246 17.46062 1.39 -1.36 -0.55
O 8.50214 -4.22791 17.23762 0.08 -0.14 -0.65
C 7.68158 -3.55824 18.18570 0.30 0.16 0.16
N 11.07426 -3.69331 15.22612 -0.82 1.59 -0.58
H 11.89769 -6.42528 16.58001 0.71 -0.38 -0.25
H 12.61550 -5.14172 17.43184 -0.40 0.46 0.42
H 12.92509 -5.14400 15.78179 -0.53 -0.27 -0.49
H 10.18186 -5.49045 15.69643 -0.34 0.13 0.19
H 10.18394 -3.16060 17.83584 0.21 0.59 -0.84
H 10.18610 -4.74890 18.31841 -0.20 -0.63 0.19
H 7.39942 -2.55337 17.87151 0.20 0.17 -0.31
H 8.19915 -3.45706 19.13964 -0.02 -0.15 0.21
H 6.75186 -4.10798 18.33241 0.16 -0.26 -0.08
H 11.77034 -3.04563 15.56682 -0.14 0.32 0.69
H 11.56418 -4.01298 14.40279 -0.28 -0.73 -0.25
C 5.30898 -6.18101 15.85909 0.64 0.52 1.30
C 5.37591 -6.60656 17.37911 -0.26 -0.80 0.80
C 4.20078 -7.44437 17.97113 1.18 -1.59 -1.17
O 3.00681 -6.84098 17.70256 -1.50 1.37 -0.04
C 1.85466 -7.50882 18.18335 -0.01 -0.24 -1.17
N 6.67756 -7.35072 17.70130 -1.62 0.71 -0.33
H 5.30465 -6.97743 15.11492 0.04 -0.33 0.36
H 6.20879 -5.58446 15.70884 0.35 -0.34 -0.03
H 4.56796 -5.44266 15.55276 -0.65 -0.33 0.59
H 5.24714 -5.78940 18.08888 0.53 1.12 -0.66
H 4.29226 -7.68317 19.03071 0.49 0.51 0.42
H 4.21769 -8.43416 17.51493 0.00 -0.58 -0.36
H 1.70824 -8.42193 17.60639 0.26 -0.59 0.11
H 0.98971 -6.92579 17.86704 0.07 0.41 0.52
H 1.85316 -7.73983 19.24859 0.14 0.30 0.11
H 6.57251 -7.63362 18.66517 -0.25 -0.72 0.31
H 7.42041 -6.67647 17.81822 0.35 0.42 -0.70
C 2.48148 -12.63854 17.98281 -0.64 -0.16 -0.35
C 3.94203 -12.37423 18.01176 0.53 -0.62 0.96
C 4.50857 -13.22033 19.16330 -0.51 -0.74 -0.35
O 5.78509 -12.95377 19.66735 1.24 -0.03 -0.76
C 6.91702 -13.24424 18.81905 0.46 1.56 0.72
N 4.38596 -12.81106 16.69983 1.57 0.23 -0.26
H 1.95648 -12.48444 18.92553 -0.11 0.25 -0.16
H 2.39794 -13.68049 17.67381 -0.39 -0.11 0.09
H 2.11884 -12.03229 17.15272 -0.73 0.07 0.25
H 4.15273 -11.35871 18.34707 0.15 0.59 -0.66
H 4.42390 -14.27732 18.91093 -0.03 -0.29 -0.29
H 3.82796 -13.06764 20.00090 0.08 0.15 0.25
H 7.36393 -14.23768 18.85705 -0.80 -0.46 0.01
H 7.69384 -12.60007 19.23099 0.20 0.04 0.31
H 6.87223 -12.86058 17.79978 -0.70 -0.39 -0.16
H 5.29927 -12.42280 16.51215 0.58 -0.16 0.21
H 3.92344 -12.35661 15.92546 -0.77 -0.09 0.46
C 8.22935 -8.38768 11.29839 0.22 -0.33 -1.10
C 7.39685 -8.15810 9.98728 0.78 -0.32 2.57
C 8.01935 -8.93354 8.84929 0.85 0.51 -1.25
O 7.26256 -8.78949 7.65637 0.17 2.01 0.67
C 7.46980 -7.48505 7.06914 -1.15 -0.98 -1.95
N 6.05991 -8.60932 10.20714 -1.64 -0.60 -0.17
H 7.78774 -8.03951 12.23213 -0.38 0.10 -0.27
H 9.22022 -7.94048 11.21907 0.08 0.17 -0.07
H 8.39277 -9.46358 11.36039 -0.07 -0.13 0.32
H 7.25242 -7.08346 9.87599 1.29 0.26 -0.94
H 8.23250 -10.00147 8.80238 -0.73 -0.32 1.55
H 9.03447 -8.55709 8.72309 0.28 0.55 -0.31
H 7.50458 -6.50472 7.54435 0.64 -0.59 1.54
H 6.55156 -7.31535 6.50689 0.09 -0.28 -0.68
H 8.30633 -7.63936 6.38758 0.09 0.60 -0.09
H 5.54370 -7.82832 10.58619 -0.14 0.08 0.69
H 5.66596 -8.61783 9.27718 -0.37 -0.63 -0.43
C -1.84233 -16.35687 17.36848 -0.93 -0.76 0.60
C -1.08216 -16.19437 16.10615 -0.33 3.59 0.11
C -0.61102 -14.75305 16.05475 2.08 2.31 -0.45
O -1.61283 -13.79774 16.24724 -2.92 1.07 0.41
C -1.47146 -12.44959 15.80179 0.96 -0.17 -0.69
N 0.00792 -17.10086 16.24311 -0.09 0.50 -0.43
H -1.11211 -16.41453 18.17567 -0.04 0.70 0.26
H -2.21199 -17.38215 17.35224 -0.84 -0.07 0.11
H -2.63823 -15.62921 17.52705 0.14 -0.19 0.11
H -1.69309 -16.23122 15.20420 -0.36 -0.89 -0.09
H -0.11263 -14.48053 15.12446 0.09 -0.55 -0.69
H 0.15517 -14.46483 16.77446 0.36 -0.90 0.60
H -1.52701 -12.34633 14.71811 0.59 -0.55 -0.41
H -0.55634 -11.98279 16.16614 0.40 -0.23 -0.05
H -2.22620 -11.70112 16.04314 -0.77 -0.94 1.11
H 0.35142 -17.28259 15.31086 0.17 -1.09 0.22
H -0.55716 -17.78540 16.72496 1.46 -1.78 -0.64
C -3.49835 -14.31788 20.81432 -0.14 -1.39 -0.71
C -2.61030 -13.12481 20.56009 0.20 -0.41 -1.30
C -3.20755 -12.08368 19.59041 -0.79 -0.95 0.62
O -2.31471 -11.05128 19.41801 0.59 1.91 0.03
C -2.97919 -9.93524 18.84153 0.44 0.78 0.51
N -2.29484 -12.55456 21.85175 -0.11 0.59 -0.22
H -4.56390 -14.21880 20.60725 -0.04 0.49 -0.04
H -3.41142 -14.71548 21.82548 0.16 0.32 0.14
H -3.15981 -15.14473 20.18997 -0.15 -0.11 -0.17
H -1.70148 -13.46052 20.06065 0.32 -0.13 0.23
H -4.10581 -11.75973 20.11604 -0.51 0.47 -0.07
H -3.47277 -12.34415 18.56575 -0.34 -1.23 0.10
H -3.75952 -9.53204 19.48700 -0.34 -0.37 0.26
H -3.42698 -10.11359 17.86388 0.12 -0.38 -0.15
H -2.28791 -9.09521 18.77399 0.38 -0.28 -0.25
H -2.15578 -11.57194 21.66405 0.35 0.47 0.44
H -3.16654 -12.62482 22.35704 -0.04 0.25 0.55
```
Forces are in eV/Å.